Entry 1:
Entry from the Open Molecules 2025 dataset: 2 unconnected molecules or ions with the total composition C6H5IO2 at a distorted geometry (ωB97M-V/def2-TZVPD).

Output
- HOMO level (eV) = -8.3
- E_LUMO (eV) = -0.2
- relative energy (zero: lowest compared OMol25 entry of this formula, charge and spin) (kcal/mol) = 23.1

Structure (XYZ):
```
14
Properties=species:S:1:pos:R:3:forces:R:3
C -0.9860 -0.9893 0.7742 -2.2 0.5 0.9
C 0.4006 -0.8326 0.4286 0.9 -1.3 0.5
C -1.7035 0.0577 0.3389 3.9 -2.4 -0.2
C 0.3961 0.3821 -0.3878 2.2 2.5 -1.8
C -0.1466 1.6709 2.8226 -0.2 0.6 0.1
C 1.3644 1.1186 -1.0264 0.5 -2.0 1.0
O 0.3713 2.3820 3.5290 -0.1 -0.1 -0.1
O -0.8671 0.8598 -0.4461 -2.9 1.0 0.4
I 1.5626 -0.7898 2.2758 0.7 -0.2 0.1
H -1.3844 -1.7374 1.4492 0.2 0.0 -0.2
H 0.7923 -1.7608 0.0503 0.5 0.1 -0.7
H -2.7029 0.1056 0.6102 -1.8 1.5 -0.5
H 1.2183 2.0232 -1.6358 -0.3 -0.6 0.6
H 2.4264 0.7480 -0.9334 -1.4 0.5 -0.2
```
Forces are in eV/Å.

Entry 2:
Entry from the Open Molecules 2025 dataset: a single C6H5N molecule at a distorted geometry (ωB97M-V/def2-TZVPD).

Output
- HOMO level (spin up / spin down) (eV) = -8.8 / -8.8
- E_LUMO (spin up / spin down) (eV) = -1.2 / -1.2
- relative energy (zero: lowest compared OMol25 entry of this formula, charge and spin) (kcal/mol) = 146.3

Structure (XYZ):
```
12
Properties=species:S:1:pos:R:3:forces:R:3
C -3.8126 0.2319 0.0060 6.2 -2.0 0.4
C -4.9472 0.7066 -0.1151 -0.8 0.3 -0.1
C -1.2541 -0.6017 0.0248 -9.6 3.5 0.5
C 0.0851 -0.8688 -0.0032 1.4 0.0 -0.2
C 0.9060 0.2109 -0.0115 -1.0 1.2 -0.2
C 2.3364 0.2968 -0.0264 0.1 -1.3 1.0
N -2.4110 -0.1995 0.0786 1.8 -1.0 -0.7
H 0.2219 -1.9614 -0.0729 1.1 0.8 0.1
H 0.5559 1.2691 0.0014 -1.0 -1.2 0.0
H 2.7490 -0.6350 0.0253 1.3 -2.8 -0.4
H 2.7480 0.7089 0.8399 0.0 1.2 1.9
H 2.8225 0.8423 -0.7469 0.5 1.4 -2.3
```
Forces are in eV/Å.

Entry 3:
Entry from the Open Molecules 2025 dataset: a molecular structure, C6H5N2O4S2 at a distorted geometry (ωB97M-V/def2-TZVPD).

Output
- HOMO level (eV) = -13.8
- net charge = +1
- E_LUMO (eV) = -7.0
- relative energy (zero: lowest compared OMol25 entry of this formula, charge and spin) (kcal/mol) = 27.7

Structure (XYZ):
```
19
Properties=species:S:1:pos:R:3:forces:R:3
C -1.1950 -2.1988 1.2094 -0.8 0.6 -0.5
C -0.9947 -1.9210 -0.1306 0.4 -1.2 -1.6
C -0.6847 -1.3467 2.1588 0.9 1.0 -2.1
C 0.0291 -1.0190 -0.4981 -2.0 -1.1 2.5
C 0.0981 -0.2684 1.7878 0.7 -0.7 0.5
C 0.5865 -0.2313 0.5059 -0.1 0.6 -1.2
N 0.9842 1.6724 -3.9249 -0.6 0.5 0.6
N 0.5194 2.0916 -3.0271 0.5 -0.2 -1.9
O 2.7153 1.4182 0.8500 -0.9 0.3 0.2
O 1.7990 1.0874 -1.4289 0.9 -0.9 0.7
O -1.7145 1.9863 -1.2369 0.7 0.2 0.3
O 0.4054 2.3389 0.0550 -1.5 1.7 -1.0
S 1.6575 1.0690 -0.0167 0.5 -1.6 -0.5
S -0.5798 2.8157 -1.0520 -0.2 -0.2 1.7
H -1.9084 -2.9457 1.4618 -0.2 -0.7 0.4
H -1.5601 -2.5581 -0.9286 1.3 1.4 1.5
H -0.8032 -1.4177 3.1614 -1.0 -0.7 2.9
H 0.2443 -0.9973 -1.4892 1.1 0.5 -2.7
H 0.4017 0.4244 2.5428 0.3 0.4 0.3
```
Forces are in eV/Å.

Entry 4:
Entry from the Open Molecules 2025 dataset: a single C6H5N3 molecule at a distorted geometry (ωB97M-V/def2-TZVPD).

Output
- SMILES = c1cc[nH]cnncc#1
- HOMO level (eV) = -8.4
- E_LUMO (eV) = 0.1
- relative energy (zero: lowest compared OMol25 entry of this formula, charge and spin) (kcal/mol) = 109.1

Structure (XYZ):
```
14
Properties=species:S:1:pos:R:3:forces:R:3
C 0.2745 1.5406 0.3886 -4.0 0.5 -0.6
C 1.5668 1.0449 0.2364 1.1 -0.4 0.2
C 1.6680 -0.2091 -0.2458 -0.1 0.0 -0.1
N 0.5679 -1.0688 -0.5295 1.8 -0.1 -0.9
C -0.3651 -1.3519 0.4852 -0.6 -0.3 1.2
N -1.5772 -0.9997 0.6217 0.1 0.0 -0.5
N -2.3374 -0.2672 -0.2730 0.7 -0.3 0.8
C -2.1160 0.9927 -0.3120 -1.5 0.6 -1.1
C -0.9454 1.6021 0.1738 3.7 -0.3 1.0
H 2.4629 1.6248 0.4471 -0.2 -0.1 -0.1
H 2.6640 -0.5808 -0.5131 -0.5 0.0 0.0
H 0.9716 -1.9350 -0.9145 -0.6 0.5 0.3
H 0.0173 -1.9818 1.3160 -0.3 0.4 -0.5
H -2.8520 1.5893 -0.8808 0.5 -0.4 0.3
```
Forces are in eV/Å.

Entry 5:
Entry from the Open Molecules 2025 dataset: a single C6H5N3O molecule at a distorted geometry (ωB97M-V/def2-TZVPD).

Output
- SMILES = O=c1[nH][nH]c2cccnc12
- HOMO level (eV) = -8.9
- E_LUMO (eV) = 0.0
- relative energy (zero: lowest compared OMol25 entry of this formula, charge and spin) (kcal/mol) = 10.1

Structure (XYZ):
```
15
Properties=species:S:1:pos:R:3:forces:R:3
O -2.3327 -1.4657 -0.0494 0.4 0.9 -0.1
C -1.5821 -0.5092 0.0135 -0.1 -1.2 0.2
N -1.9573 0.8232 0.1374 -1.5 0.2 -1.0
N -0.8549 1.6824 -0.0934 -0.1 1.0 0.3
C 0.2819 0.8814 -0.0334 -0.3 -0.9 0.2
C 1.6208 1.2287 -0.0141 0.8 0.0 -1.1
C 2.5029 0.1473 -0.0213 0.1 0.9 0.7
C 2.0263 -1.1500 0.0158 0.0 -1.5 0.4
N 0.7418 -1.5211 0.0091 -0.2 1.4 0.1
C -0.0978 -0.4748 0.0103 0.5 0.1 -0.2
H -2.8200 1.0818 -0.4015 1.2 -0.3 0.8
H -0.8703 2.4369 0.6023 0.1 -0.4 -0.4
H 2.0273 2.2335 -0.2125 -0.5 -0.4 0.6
H 3.5795 0.3243 0.0705 -0.4 -0.1 -0.3
H 2.7250 -1.9833 0.1397 -0.1 0.3 -0.3
```
Forces are in eV/Å.

Entry 6:
Entry from the Open Molecules 2025 dataset: a gas-phase ion, C6H5N4 (charge +1) at a distorted geometry (ωB97M-V/def2-TZVPD).

Output
- HOMO level (eV) = -13.4
- net charge = +1
- E_LUMO (eV) = -5.3
- relative energy (zero: lowest compared OMol25 entry of this formula, charge and spin) (kcal/mol) = 0.0

Structure (XYZ):
```
15
Properties=species:S:1:pos:R:3:forces:R:3
C 0.8292 0.7976 1.9606 -0.2 -0.4 -0.1
C -0.9513 -0.8485 -2.2591 0.7 0.9 -0.7
C 1.1978 0.4757 -2.1391 -4.2 -1.6 1.3
C 0.7740 0.5973 0.6729 -1.7 -1.3 -2.0
C 0.0205 -0.0397 -1.5539 -1.9 -2.0 1.1
C -0.1664 -0.0774 -0.1892 1.8 3.2 0.1
N -1.7920 -1.4337 -2.7798 -0.2 -0.3 0.2
N 2.2172 0.8485 -2.3852 4.5 1.8 -1.4
N 1.0727 0.7956 3.1008 0.5 -0.6 1.1
N -1.3259 -0.7476 0.3879 1.0 0.7 -3.2
H 1.6133 0.8562 0.1115 1.6 0.7 -0.4
H 1.0825 1.4905 3.7965 -0.3 0.9 1.1
H -0.8538 -1.4720 0.8464 -0.2 -2.0 1.6
H -1.7714 -1.0593 -0.4877 -1.0 -0.8 0.3
H -1.9465 -0.1833 0.9175 -0.6 0.7 1.0
```
Forces are in eV/Å.

Entry 7:
Entry from the Open Molecules 2025 dataset: a single C6H5N5S molecule at a distorted geometry (ωB97M-V/def2-TZVPD).

Output
- SMILES = Nc1nc(-c2cnccn2)ns1
- HOMO level (eV) = -8.9
- E_LUMO (eV) = -0.1
- relative energy (zero: lowest compared OMol25 entry of this formula, charge and spin) (kcal/mol) = 24.8

Structure (XYZ):
```
17
Properties=species:S:1:pos:R:3:forces:R:3
N -3.5696 1.3939 -0.0458 -2.9 -2.9 2.6
C -2.6383 0.3044 0.0942 -4.6 1.7 -1.6
N -1.4627 0.6058 -0.2074 2.5 -1.0 -0.1
C -0.7308 -0.5528 -0.2882 -0.6 -3.6 2.5
C 0.7613 -0.5075 -0.1190 -3.5 5.8 -0.7
C 1.2546 0.8584 -0.0531 0.8 -3.6 -0.5
N 2.5714 0.9450 0.1239 -1.2 4.7 -0.2
C 3.3806 -0.0528 0.0786 -5.0 -2.3 -0.3
C 2.7307 -1.2868 -0.0296 6.5 -2.4 0.6
N 1.4884 -1.5397 -0.0105 -1.0 -2.3 -0.5
N -1.3299 -1.7399 -0.0471 -0.5 1.6 -1.2
S -3.0717 -1.5308 0.0596 3.3 3.0 0.4
H -4.5197 1.1323 0.5007 3.0 1.5 -1.7
H -3.2178 2.3569 0.0875 -0.1 -1.2 0.1
H 0.5587 1.6769 -0.2627 0.8 0.0 0.6
H 4.3632 0.1172 0.1737 3.5 0.2 0.2
H 3.4317 -2.1803 -0.0549 -1.0 0.8 0.0
```
Forces are in eV/Å.

Entry 8:
Entry from the Open Molecules 2025 dataset: a single C6H5NO molecule at a distorted geometry (ωB97M-V/def2-TZVPD).

Output
- SMILES = C=C1C=NC=C1C=O
- HOMO level (eV) = -9.1
- E_LUMO (eV) = -1.2
- relative energy (zero: lowest compared OMol25 entry of this formula, charge and spin) (kcal/mol) = 87.4

Structure (XYZ):
```
13
Properties=species:S:1:pos:R:3:forces:R:3
C 1.9831 0.0256 -0.2612 -0.5 5.6 -1.0
C 0.6741 0.3658 -0.4559 -0.9 0.6 0.9
C -0.0970 1.6930 -1.0231 -2.2 -1.4 3.5
N -1.3664 1.6169 -0.5866 1.5 0.2 0.9
C -1.5733 0.5415 0.3496 1.4 -4.4 -1.2
C -0.4739 -0.3538 0.3073 0.1 1.3 -0.9
C -0.5473 -1.8434 0.7467 -0.9 -0.1 -2.4
O -1.6708 -2.2231 1.0578 2.5 -0.3 0.3
H 2.3053 -0.8375 0.1726 0.4 -2.4 1.2
H 2.8126 0.8724 -0.2673 -1.7 -2.0 -0.9
H 0.1044 2.7870 -1.2506 0.8 -1.9 -0.7
H -2.5356 0.0265 0.8562 1.9 2.3 -1.4
H 0.3847 -2.6708 0.3545 -2.3 2.4 1.5
```
Forces are in eV/Å.

Entry 9:
Entry from the Open Molecules 2025 dataset: a single C6H5NO molecule at a distorted geometry (ωB97M-V/def2-TZVPD).

Output
- SMILES = C=C1C=NC=C1C=O
- HOMO level (eV) = -9.3
- E_LUMO (eV) = -1.3
- relative energy (zero: lowest compared OMol25 entry of this formula, charge and spin) (kcal/mol) = 31.4

Structure (XYZ):
```
13
Properties=species:S:1:pos:R:3:forces:R:3
C 1.5692 0.5446 0.9381 -2.8 -5.4 0.8
C 0.4579 -0.2154 0.5213 3.2 0.3 0.9
C -0.0004 -1.6256 0.8318 0.6 0.7 0.1
N -1.0551 -1.9624 0.1790 0.3 0.7 -0.7
C -1.3674 -0.8621 -0.6628 -1.5 1.3 0.8
C -0.4524 0.1925 -0.4960 -2.2 -0.5 -0.8
C -0.4063 1.5284 -1.1006 0.6 1.9 -1.5
O 0.6236 2.2444 -1.1418 -3.0 -1.8 0.2
H 2.2620 0.1035 1.6563 -0.3 0.2 0.0
H 1.7649 1.4491 0.5287 0.5 2.6 -1.1
H 0.4692 -2.3778 1.4395 0.3 0.2 0.5
H -2.4562 -0.9265 -1.0748 2.5 0.5 0.1
H -1.4090 1.9072 -1.6187 1.8 -0.7 0.9
```
Forces are in eV/Å.

Entry 10:
Entry from the Open Molecules 2025 dataset: a single C6H5NO2S molecule at a distorted geometry (ωB97M-V/def2-TZVPD).

Output
- HOMO level (spin up / spin down) (eV) = -8.9 / -8.4
- E_LUMO (spin up / spin down) (eV) = -1.2 / -1.7
- relative energy (zero: lowest compared OMol25 entry of this formula, charge and spin) (kcal/mol) = 145.8

Structure (XYZ):
```
15
Properties=species:S:1:pos:R:3:forces:R:3
C 0.0224 -1.4191 0.8774 0.2 -0.3 -0.6
C -0.3198 -0.1335 1.4453 -0.3 0.9 0.7
C 0.3797 -1.7514 -0.3734 -0.2 -0.1 0.6
C -0.5447 0.9699 0.7672 1.5 -2.1 -3.0
C 0.6076 -0.9067 -1.5452 0.2 0.1 -0.4
C 0.4595 0.5322 -1.6035 -0.5 0.2 2.4
N -0.9708 2.2475 0.9534 -0.7 1.0 0.6
O -0.2344 3.1767 0.6487 0.1 0.0 0.1
O -2.1302 2.3652 1.3526 0.1 0.2 0.0
S 2.1126 0.2492 -1.4440 0.0 -0.1 -0.2
H -0.0233 -2.2239 1.5972 0.0 -0.2 0.0
H -0.4194 -0.1232 2.5317 -0.1 0.0 0.0
H 0.5829 -2.7944 -0.5698 0.0 -0.1 0.0
H 0.5676 -1.4495 -2.4879 0.0 0.1 0.0
H -0.0896 1.2610 -2.1497 -0.4 0.2 -0.2
```
Forces are in eV/Å.

Entry 11:
Entry from the Open Molecules 2025 dataset: 2 unconnected molecules or ions with the total composition C6H5NO3S at a distorted geometry (ωB97M-V/def2-TZVPD).

Output
- HOMO level (spin up / spin down) (eV) = -8.3 / -8.2
- E_LUMO (spin up / spin down) (eV) = -3.7 / -3.6
- relative energy (zero: lowest compared OMol25 entry of this formula, charge and spin) (kcal/mol) = 124.6

Structure (XYZ):
```
16
Properties=species:S:1:pos:R:3:forces:R:3
C -2.0248 -1.1705 -1.3631 0.4 -0.5 3.1
C -2.4266 -1.6741 -0.2532 1.1 0.3 -0.4
C 1.5273 0.5188 0.5986 -5.4 -0.9 1.1
C 1.5743 0.9242 -2.4008 0.1 2.1 0.1
C 0.6504 0.5176 1.9031 1.7 -2.9 -0.4
C -0.5115 0.3231 0.9815 -1.6 -0.4 -1.9
N 0.3815 0.2998 -0.1240 -0.1 -0.5 -1.4
O 1.1758 2.0062 -2.2718 -0.4 0.1 0.0
O 2.6523 0.6808 0.4129 4.5 0.6 -1.1
O 2.0861 -0.0754 -2.6017 0.4 -2.0 -0.3
S -1.2341 -1.4431 1.2200 -0.4 0.9 -0.5
H -1.2302 -0.5744 -1.7484 0.5 0.8 -1.2
H -3.1355 -2.3722 0.1167 -0.9 -0.2 -0.3
H 0.9827 -0.3638 2.4885 -0.6 0.7 0.1
H 0.9159 1.4043 2.3193 -0.3 2.7 1.8
H -1.3836 0.9987 0.7223 0.8 -0.6 1.3
```
Forces are in eV/Å.

Entry 12:
Entry from the Open Molecules 2025 dataset: a molecular structure, C6H5P at a distorted geometry (ωB97M-V/def2-TZVPD).

Output
- HOMO level (eV) = -8.1
- E_LUMO (eV) = 0.4
- relative energy (zero: lowest compared OMol25 entry of this formula, charge and spin) (kcal/mol) = 5.5

Structure (XYZ):
```
12
Properties=species:S:1:pos:R:3:forces:R:3
C 1.7525 -0.6742 -0.2695 0.4 -0.4 0.2
C 1.7002 0.6950 -0.1568 2.6 -1.8 -0.5
C -0.9606 -1.3330 0.0012 2.5 4.6 -0.9
C -0.9128 1.3422 -0.0932 0.5 -1.6 0.4
C 0.2678 -0.7025 -0.1673 -2.7 -3.3 0.5
C 0.2661 0.7378 -0.1370 -1.2 0.3 0.0
P -2.1890 0.0477 -0.1265 -0.9 -0.5 1.6
H 2.5456 -1.4869 -0.3518 -1.1 1.5 0.1
H 2.5720 1.2916 -0.0989 0.2 1.2 0.0
H -1.3765 -2.2637 0.1170 -0.1 -2.4 0.1
H -1.0374 2.3634 -0.0572 -0.6 2.1 0.0
H -2.6279 -0.0175 1.3400 0.5 0.4 -1.6
```
Forces are in eV/Å.